Entry 1:
Density functional theory data (ωB97M-V/def2-TZVPD) for one molecule with the formula C5H10N2O in a non-equilibrium geometry.

The geometry in ORCA input format:
```
! wB97M-V def2-TZVPD RIJCOSX def2/J DEFGRID3
* xyz 0 1
N 1.113 1.360 -1.551
C 0.688 0.396 -0.535
C -0.848 0.279 -0.556
C -1.382 -0.908 0.226
C -2.132 -1.824 -0.359
C 1.140 0.783 0.864
N 1.346 -0.256 1.772
O 1.085 1.932 1.242
H 0.714 2.254 -1.288
H 2.120 1.454 -1.515
H 1.097 -0.584 -0.799
H -1.285 1.199 -0.177
H -1.095 0.057 -1.589
H -1.202 -0.940 1.291
H -2.682 -2.605 0.154
H -2.308 -1.859 -1.431
H 2.114 -0.881 1.562
H 1.517 0.144 2.688
*
```

The gap between HOMO and LUMO is 10.313 eV. For the HOMO energy, the calculation gives -0.3491 Eh. The energy above the lowest of the compared OMol25 structures with the same formula, charge and spin is 17.3 kcal per mole. The calculated total energy is -381.25790 Eh.

Mulliken atomic charge list, values in e, 6 entries: number 1, N, carries -0.72; number 2, C, carries 0.21; number 3, C, carries -0.89; number 4, C, carries 0.01; number 5, C, carries -0.84; number 6, C, carries 0.31

=====

Entry 2:
Density functional theory data (ωB97M-V/def2-TZVPD) for a 2-piece molecular cluster, C5H10N2O overall in a non-equilibrium geometry.

The geometry in ORCA input format:
```
! wB97M-V def2-TZVPD RIJCOSX def2/J DEFGRID3
* xyz 0 1
C 2.544 -1.289 -0.093
C 0.008 0.296 -0.369
C 0.791 1.033 -1.351
C 0.112 0.720 1.056
C -1.544 -1.507 0.177
N 3.298 -0.447 0.127
N -0.698 -0.684 -0.735
O 3.881 0.550 0.430
H 2.231 -2.338 0.019
H 0.228 1.779 -1.762
H 0.967 0.342 -2.142
H 1.740 1.407 -0.872
H 0.092 -0.224 1.679
H -0.767 1.253 1.381
H 1.048 1.365 1.290
H -2.365 -1.029 0.524
H -1.812 -2.441 -0.558
H -0.877 -1.959 1.029
*
```

The gap between HOMO and LUMO is 9.898 eV. For the HOMO energy, the calculation gives -0.3325 Eh. The energy above the lowest of the compared OMol25 structures with the same formula, charge and spin is 116.7 kcal per mole. The calculated total energy is -381.09943 Eh.

Mulliken atomic charge list, values in e, 6 entries: number 1, C, carries -0.22; number 2, C, carries 0.81; number 3, C, carries -1.21; number 4, C, carries -1.04; number 5, C, carries -0.86; number 6, N, carries 0.50

=====

Entry 3:
Density functional theory data (ωB97M-V/def2-TZVPD) for C5H10N2O as an isolated structure in a non-equilibrium geometry.

The geometry in ORCA input format:
```
! wB97M-V def2-TZVPD RIJCOSX def2/J DEFGRID3
* xyz 0 1
C 0.450 1.868 -1.955
C 0.535 0.285 -1.651
C -1.359 -0.746 -0.587
C -1.018 -0.757 0.736
C 0.188 -0.242 1.170
H -0.225 1.905 -2.778
H 1.610 2.360 -2.644
H 0.715 2.687 -0.664
H 0.997 -0.113 -0.869
H 1.123 -0.063 -2.521
H -2.320 -1.144 -1.055
H -1.889 -0.927 1.461
H 0.979 0.369 0.444
H 0.004 -2.214 2.710
H 0.558 -1.539 4.103
N 0.421 -0.240 2.527
N -0.124 -1.242 3.251
O -0.645 -0.247 -1.679
*
```

The gap between HOMO and LUMO is 7.856 eV. For the HOMO energy, the calculation gives -0.2787 Eh. The energy above the lowest of the compared OMol25 structures with the same formula, charge and spin is 212.0 kcal per mole. The calculated total energy is -380.94760 Eh.

Mulliken atomic charge list, values in e, 6 entries: number 1, C, carries -0.97; number 2, C, carries -0.48; number 3, C, carries -0.28; number 4, C, carries 0.13; number 5, C, carries -0.18; number 6, H, carries 0.36

=====

Entry 4:
Density functional theory data (ωB97M-V/def2-TZVPD) for one molecule with the formula C5H10N2O in a non-equilibrium geometry.

The geometry in ORCA input format:
```
! wB97M-V def2-TZVPD RIJCOSX def2/J DEFGRID3
* xyz 0 1
C 1.569 -1.997 -1.243
C 0.424 -1.161 -0.677
C -0.521 -1.639 0.369
C -0.968 1.410 0.261
C -0.889 2.882 0.681
H 2.334 -1.660 -2.111
H 1.156 -2.883 -1.718
H 2.132 -2.354 -0.275
H 0.005 -0.447 -1.362
H -1.545 -1.427 0.255
H -0.366 -2.532 0.955
H 0.618 1.112 1.586
H -1.730 3.014 1.489
H -1.051 3.575 -0.316
H 0.151 3.076 1.105
N 0.381 -0.611 0.723
N -0.027 0.696 0.894
O -1.672 0.948 -0.615
*
```

The gap between HOMO and LUMO is 10.068 eV. For the HOMO energy, the calculation gives -0.3358 Eh. The energy above the lowest of the compared OMol25 structures with the same formula, charge and spin is 74.2 kcal per mole. The calculated total energy is -381.16717 Eh.

Mulliken atomic charge list, values in e, 6 entries: number 1, C, carries -1.12; number 2, C, carries 0.22; number 3, C, carries -0.56; number 4, C, carries 0.74; number 5, C, carries -0.82; number 6, H, carries 0.26

=====

Entry 5:
Density functional theory data (ωB97M-V/def2-TZVPD) for a 3-piece molecular cluster, C5H10N2O overall in a non-equilibrium geometry.

The geometry in ORCA input format:
```
! wB97M-V def2-TZVPD RIJCOSX def2/J DEFGRID3
* xyz 0 1
C -0.998 -0.470 -0.348
C -0.989 0.714 1.010
C 0.512 1.150 0.758
C 1.190 -0.181 0.757
C 0.372 -0.958 -0.380
H -0.253 0.076 -2.394
H -2.187 1.440 -1.264
H -1.706 -1.058 0.164
H -1.517 1.598 0.611
H -1.433 0.296 1.896
H 0.399 1.449 -0.271
H 2.421 1.479 0.360
H 1.093 -0.844 1.603
H 0.830 -0.575 -1.371
H 1.371 -2.430 -0.386
N -1.491 -0.101 -1.559
N 2.002 0.829 1.087
O 0.384 -2.415 -0.272
*
```

The gap between HOMO and LUMO is 8.147 eV. For the HOMO energy, the calculation gives -0.3125 Eh. The energy above the lowest of the compared OMol25 structures with the same formula, charge and spin is 275.3 kcal per mole. The calculated total energy is -380.84675 Eh.

Mulliken atomic charge list, values in e, 6 entries: number 1, C, carries -0.22; number 2, C, carries -0.71; number 3, C, carries -0.30; number 4, C, carries -0.15; number 5, C, carries 0.21; number 6, H, carries 0.35

=====

Entry 6:
Density functional theory data (ωB97M-V/def2-TZVPD) for C5H10N2O as an isolated structure in a non-equilibrium geometry.

The geometry in ORCA input format:
```
! wB97M-V def2-TZVPD RIJCOSX def2/J DEFGRID3
* xyz 0 1
C 1.843 -1.505 1.480
C 1.299 -0.720 0.264
C -0.216 -0.428 -0.245
C -1.278 -1.189 0.095
C 0.547 1.911 -0.330
H 3.090 -1.117 1.529
H 1.465 -0.860 2.636
H 1.502 -2.714 1.253
H 1.994 -0.537 -0.493
H -0.181 -0.565 -1.301
H -1.120 -0.966 1.087
H -1.173 -2.187 -0.076
H -2.362 0.476 -0.828
H -3.280 -0.654 0.207
H 1.430 2.507 0.014
N -2.497 -0.710 -0.537
N 0.442 0.641 0.294
O -0.018 2.334 -1.239
*
```

The gap between HOMO and LUMO is 10.342 eV. For the HOMO energy, the calculation gives -0.3547 Eh. The energy above the lowest of the compared OMol25 structures with the same formula, charge and spin is 164.5 kcal per mole. The calculated total energy is -381.02337 Eh.

Mulliken atomic charge list, values in e, 6 entries: number 1, C, carries -0.95; number 2, C, carries -0.32; number 3, C, carries -0.03; number 4, C, carries -0.75; number 5, C, carries -0.04; number 6, H, carries 0.28

=====

Entry 7:
Density functional theory data (ωB97M-V/def2-TZVPD) for one molecule with the formula C5H10N2O in a non-equilibrium geometry.

The geometry in ORCA input format:
```
! wB97M-V def2-TZVPD RIJCOSX def2/J DEFGRID3
* xyz 0 1
C 2.475 -0.750 0.650
C 1.372 1.251 -0.492
C -1.949 0.659 0.552
C -2.165 -0.752 -0.212
C -0.714 -0.542 -0.767
H 2.976 -0.245 1.384
H 1.638 -1.254 1.333
H 3.086 -1.583 0.121
H 1.962 1.996 -0.798
H -2.177 1.480 -0.211
H -2.478 0.991 1.482
H -2.413 -1.255 0.731
H -2.837 -0.750 -1.022
H 0.250 -1.218 -1.115
H -0.866 0.167 -1.776
N 0.267 1.421 0.173
N -0.485 0.324 0.473
O 2.057 0.060 -0.506
*
```

The gap between HOMO and LUMO is 9.505 eV. For the HOMO energy, the calculation gives -0.3127 Eh. The energy above the lowest of the compared OMol25 structures with the same formula, charge and spin is 134.5 kcal per mole. The calculated total energy is -381.07111 Eh.

Mulliken atomic charge list, values in e, 6 entries: number 1, C, carries -0.60; number 2, C, carries -0.17; number 3, C, carries -0.39; number 4, C, carries -0.60; number 5, C, carries -0.45; number 6, H, carries 0.38

=====

Entry 8:
Density functional theory data (ωB97M-V/def2-TZVPD) for an isolated ion of composition C5H10N2O and charge +1 in a non-equilibrium geometry.

The geometry in ORCA input format:
```
! wB97M-V def2-TZVPD RIJCOSX def2/J DEFGRID3
* xyz 1 2
O 2.640 0.147 0.700
C 1.650 0.783 0.526
C 1.264 1.336 -0.905
C -0.007 0.583 -1.341
C -1.058 0.663 -0.291
N -1.130 -2.535 1.385
C -0.563 -1.383 0.812
N -1.431 -0.587 0.361
H 0.804 0.969 1.155
H 1.957 1.045 -1.759
H 1.251 2.419 -0.919
H -0.321 1.059 -2.243
H 0.344 -0.437 -1.738
H -0.811 1.423 0.516
H -2.034 1.136 -0.696
H -0.968 -2.517 2.435
H -2.042 -2.811 1.190
H 0.455 -1.293 0.810
*
```

The gap between HOMO and LUMO (alpha / beta) is 9.173 / 4.567 eV. For the HOMO energy (alpha / beta), the calculation gives -0.4985 / -0.4966 Eh. The energy above the lowest of the compared OMol25 structures with the same formula, charge and spin is 81.3 kcal per mole. The calculated total energy is -380.85022 Eh.

Mulliken atomic charge list, values in e, 6 entries: number 1, O, carries -0.42; number 2, C, carries -0.19; number 3, C, carries -0.45; number 4, C, carries -0.40; number 5, C, carries -0.86; number 6, N, carries -0.23

=====

calculated total energy of number 7 (C5H10N2O)?
-381.07111 Eh